(1)
15
Properties=species:S:1:pos:R:3:forces:R:3 method="wB97M-V/def2-TZVPD" relative_energy_kcal_mol=72.7 multiplicity=1 e_homo_ev=-9.332 lumo_energy_ev=1.0 gap_ev=10.35 smiles=C[C@H]1N[C@H]1CO
C 1.577 -0.662 0.045 0.04 -0.33 0.22
C 0.450 -0.378 -0.889 0.32 -0.31 0.22
N -0.907 -0.821 -0.769 -0.27 -0.30 -0.28
C -0.697 0.588 -0.540 1.42 -0.15 0.41
C -1.007 1.046 0.877 0.25 0.29 -0.22
O -0.767 0.033 1.834 -0.16 -0.20 -0.02
H 2.436 -0.032 -0.229 -0.25 -0.18 0.05
H 1.273 -0.419 1.062 0.23 -0.23 0.00
H 1.873 -1.705 -0.037 0.23 -0.12 0.19
H 0.756 -0.313 -1.948 0.03 0.28 0.51
H -1.318 -1.100 -1.649 -0.11 0.07 -0.03
H -0.243 1.257 -1.253 -2.08 1.23 -0.90
H -2.046 1.410 1.002 0.31 -0.17 -0.44
H -0.354 1.894 1.096 0.02 -0.02 0.19
H -1.028 -0.796 1.399 0.01 0.15 0.11

(2)
82
Properties=species:S:1:pos:R:3:forces:R:3 method="wB97M-V/def2-TZVPD" relative_energy_kcal_mol=67.7 multiplicity=1 e_homo_ev=-9.298 lumo_energy_ev=0.4 gap_ev=9.66 smiles=COC[C@H](C)N.COC[C@H](C)N.CO.CO.CO.CO.CO.CO.CO.CO
C -1.973 -1.135 2.000 -0.41 -0.28 -0.42
O -2.183 -2.528 2.163 -0.63 0.57 0.05
C -3.602 -2.712 2.260 0.69 -0.12 0.50
C -3.836 -4.175 2.528 -0.25 -0.85 -0.54
C -5.294 -4.512 2.715 -1.08 -0.62 0.04
N -3.124 -4.682 3.704 -0.40 -0.39 -1.58
H -2.482 -0.812 1.068 0.38 0.08 0.17
H -0.904 -0.937 1.943 -0.11 0.11 0.12
H -2.490 -0.612 2.813 0.46 0.25 0.08
H -4.003 -2.083 3.084 0.13 -0.23 -0.23
H -4.049 -2.383 1.324 -0.31 -0.01 -0.22
H -3.509 -4.719 1.627 0.29 0.08 0.29
H -5.462 -5.598 2.765 0.48 0.19 0.29
H -6.007 -4.246 1.915 0.57 0.61 0.25
H -5.612 -4.096 3.677 -0.35 0.07 -0.19
H -2.179 -4.350 3.671 0.28 0.26 0.62
H -3.660 -4.456 4.516 0.29 0.33 0.73
C -2.434 -3.566 -3.548 -0.02 0.82 -0.12
O -2.002 -2.331 -2.941 0.30 -0.36 -0.93
C -0.657 -2.045 -3.370 -0.29 -0.24 0.86
C -0.008 -1.083 -2.342 -0.09 0.31 0.25
C 1.440 -0.796 -2.769 -0.60 -0.14 -0.53
N -0.070 -1.468 -0.917 -0.08 0.32 -0.55
H -3.528 -3.634 -3.535 0.31 0.01 0.49
H -1.935 -4.385 -3.034 -0.23 -0.32 0.04
H -2.166 -3.603 -4.609 0.17 0.09 0.04
H -0.119 -3.011 -3.438 0.13 0.37 0.20
H -0.638 -1.606 -4.388 -0.15 -0.01 0.41
H -0.620 -0.162 -2.332 0.37 -0.10 -0.52
H 1.377 -0.433 -3.806 0.37 0.01 0.29
H 2.031 -1.724 -2.783 -0.13 0.19 0.08
H 1.958 -0.059 -2.153 -0.21 -0.05 0.00
H 0.453 -2.305 -0.727 0.11 -0.45 0.08
H -1.040 -1.608 -0.647 0.18 -0.23 -0.01
C 2.458 -2.285 2.084 1.91 -1.47 0.25
O 3.708 -1.811 2.575 -0.11 -0.36 0.21
H 2.612 -2.636 1.049 -0.59 0.54 -0.03
H 2.283 -3.207 2.638 -0.32 -0.03 0.12
H 1.635 -1.633 2.259 -0.65 0.76 -0.24
H 3.737 -0.848 2.562 -0.36 0.33 -0.17
C 1.277 5.506 -0.912 -0.03 0.22 -1.27
O 0.386 5.490 0.151 -0.10 -0.27 1.14
H 2.126 6.186 -0.799 -0.07 0.17 0.17
H 1.675 4.539 -1.204 0.12 -0.52 0.28
H 0.677 5.817 -1.762 0.19 0.28 -0.30
H 0.870 5.216 0.946 -0.15 0.04 0.03
C -3.123 3.071 -1.456 1.41 -0.43 -0.47
O -2.298 2.458 -2.492 -0.41 0.39 0.62
H -4.019 3.485 -1.899 -0.29 0.15 0.11
H -3.336 2.355 -0.653 -0.13 0.14 -0.20
H -2.463 3.849 -1.068 -0.41 0.10 0.14
H -2.807 1.761 -2.903 -0.17 -0.29 -0.20
C 1.502 3.826 3.700 -0.04 0.62 -0.73
O 1.887 4.494 2.469 0.69 -0.55 0.73
H 1.530 2.752 3.595 0.08 -0.34 -0.06
H 2.149 4.154 4.498 0.22 -0.02 0.36
H 0.503 4.150 3.926 -0.48 0.06 0.08
H 2.856 4.413 2.477 -0.51 0.24 -0.45
C 4.160 1.658 1.555 0.14 -0.03 -0.54
O 3.218 0.878 2.229 -0.93 -0.36 0.47
H 4.221 1.378 0.509 0.08 -0.01 -0.34
H 3.890 2.711 1.596 0.26 0.25 0.12
H 5.129 1.448 1.996 0.12 0.30 0.14
H 2.355 0.928 1.767 0.25 0.03 -0.03
C 0.389 2.566 -4.012 0.67 0.17 0.97
O -0.337 3.716 -4.404 -0.66 -0.31 0.18
H 0.268 2.359 -2.923 0.16 0.19 -0.65
H 0.160 1.623 -4.528 -0.31 0.34 -0.27
H 1.440 2.817 -4.206 -0.15 -0.31 0.10
H -1.160 3.733 -3.884 0.35 -0.18 -0.27
C 4.569 -1.504 -0.475 -0.21 -0.49 -0.26
O 5.396 -0.592 -1.178 0.15 0.58 -0.08
H 4.131 -2.225 -1.170 -0.23 0.00 0.00
H 5.095 -2.067 0.279 0.43 -0.16 0.31
H 3.754 -1.004 0.081 0.54 0.26 -0.66
H 6.093 -1.018 -1.706 -0.67 -0.11 0.58
C -0.228 1.873 0.448 0.08 -0.35 -0.42
O 0.871 0.938 0.602 -0.32 1.27 0.44
H 0.095 2.902 0.662 0.08 -0.53 0.35
H -0.595 1.915 -0.577 0.25 -0.21 -0.31
H -1.118 1.586 1.030 0.44 0.10 0.33
H 0.708 0.134 0.094 -0.48 -0.46 -0.32

(3)
12
Properties=species:S:1:pos:R:3:forces:R:3 method="wB97M-V/def2-TZVPD" relative_energy_kcal_mol=18.4 multiplicity=1 e_homo_ev=-9.355 lumo_energy_ev=-0.9 gap_ev=8.48 smiles="OC(=S)/C(Cl)=C/CCl"
O 0.981 0.046 -2.685 -0.12 -0.88 0.66
C 0.124 0.445 -1.744 0.35 0.44 -0.33
S -0.796 1.798 -2.065 0.22 -1.13 0.66
C 0.260 -0.339 -0.443 0.06 0.86 -0.27
Cl 1.407 -1.705 -0.316 -0.96 1.30 -0.24
C -0.392 0.165 0.613 -0.14 -1.28 1.30
C -0.219 -0.282 2.066 0.76 0.94 0.07
Cl -1.353 -1.593 2.549 0.48 -0.10 -0.34
H 0.794 0.565 -3.475 0.02 0.28 -0.17
H -1.182 0.885 0.472 0.22 0.33 -0.41
H -0.494 0.515 2.796 0.32 -0.31 -0.97
H 0.870 -0.502 2.231 -1.21 -0.47 0.04

(4)
12
Properties=species:S:1:pos:R:3:forces:R:3 method="wB97M-V/def2-TZVPD" relative_energy_kcal_mol=35.1 multiplicity=1 total_charge=+1 e_homo_ev=-15.249 lumo_energy_ev=-4.0 gap_ev=11.26
N 0.074 1.535 1.109 -1.84 -0.26 2.51
H 0.561 1.329 1.997 -0.11 0.15 -0.47
H 0.088 0.129 0.566 -0.87 0.75 -0.03
H -0.889 1.795 1.462 1.33 -0.17 -0.78
H 0.509 2.337 0.764 0.67 1.71 -0.78
N -0.587 -0.733 -1.620 -3.08 2.90 1.20
C 0.115 -1.397 -0.750 -0.18 0.17 1.36
N 0.122 -0.912 0.511 2.81 -2.82 -1.52
H -0.351 -0.674 -2.572 -0.05 -0.67 -1.47
H -1.300 0.073 -1.279 2.61 -2.44 -0.96
H 0.584 -2.373 -1.074 -0.06 1.43 0.47
H 1.074 -1.108 0.888 -1.24 -0.73 0.46

(5)
86
Properties=species:S:1:pos:R:3:forces:R:3 method="wB97M-V/def2-TZVPD" multiplicity=1 total_charge=-1 e_homo_ev=-5.130 lumo_energy_ev=-0.8 gap_ev=4.32
Y -3.008 -19.180 -16.370 -1.57 -0.14 3.50
C -2.769 -16.610 -12.275 0.36 -0.68 -1.64
F -2.881 -16.506 -10.976 -0.18 0.23 0.21
F -3.765 -16.032 -12.937 -0.50 0.16 0.60
F -1.655 -15.964 -12.688 0.13 -0.27 0.35
S -2.717 -18.425 -12.790 0.51 -1.05 1.94
O -3.031 -18.360 -14.239 0.20 0.03 -1.53
O -1.341 -18.847 -12.584 -0.73 0.45 -0.28
O -3.740 -19.078 -12.002 0.96 0.85 -0.86
C -5.352 -23.126 -14.875 -0.59 1.77 1.19
F -4.622 -23.242 -16.003 -0.36 -0.29 -0.22
F -6.663 -23.010 -15.149 0.50 0.02 -0.67
F -5.220 -24.225 -14.162 0.37 -0.47 0.06
S -4.747 -21.589 -13.865 -0.20 -1.03 1.20
O -3.727 -22.204 -13.060 0.47 0.07 -0.48
O -4.189 -20.737 -14.956 0.45 0.38 -0.77
O -5.858 -21.056 -13.125 0.31 -0.17 -1.42
C -8.403 -14.361 -13.493 -0.01 -1.38 -0.84
F -8.653 -13.848 -12.299 0.25 0.26 0.21
F -8.677 -13.423 -14.415 -0.35 0.26 -0.17
F -7.052 -14.565 -13.628 -0.40 -0.01 0.47
S -9.384 -16.006 -13.712 -1.76 -0.34 2.35
O -8.853 -16.651 -14.881 0.67 0.19 -0.99
O -9.133 -16.674 -12.448 0.54 1.11 -0.87
O -10.786 -15.600 -13.823 0.93 0.61 -0.52
N -5.124 -18.487 -16.389 -4.26 -1.12 -1.53
S -5.736 -17.173 -15.736 0.79 5.29 1.47
O -6.076 -17.261 -14.372 0.11 -0.42 -0.91
O -6.507 -16.383 -16.664 0.50 -1.33 0.53
F -4.334 -16.390 -15.726 0.31 -0.20 -0.22
S -6.705 -19.167 -16.736 -1.40 -4.85 0.65
O -7.423 -18.725 -17.903 1.89 -0.13 0.60
O -7.484 -19.580 -15.600 1.52 1.62 -1.08
F -6.113 -20.632 -17.190 0.36 1.19 -0.47
O -9.370 -16.906 -18.504 0.21 0.07 -0.40
H -9.072 -16.336 -17.782 -0.14 -0.19 0.20
H -8.792 -17.680 -18.449 -0.42 0.46 0.25
O -1.630 -17.063 -16.283 0.58 -0.33 -0.53
H -1.885 -16.127 -16.271 -0.41 -0.21 0.20
H -0.665 -17.060 -16.247 -0.08 0.07 0.22
O -3.352 -21.241 -17.569 0.91 0.04 -0.61
H -2.649 -21.902 -17.637 -0.21 -0.13 0.19
H -4.050 -21.558 -18.158 -0.26 0.21 0.34
O -3.243 -18.243 -18.432 0.42 -0.12 -0.12
H -2.644 -18.144 -19.181 -0.05 0.08 0.04
H -4.152 -18.092 -18.828 -0.09 0.10 -0.69
O -6.396 -17.807 -11.719 0.26 0.33 -0.13
H -6.417 -17.540 -12.656 -0.29 -0.27 0.99
H -5.483 -18.073 -11.564 -0.13 -0.20 -0.12
O -8.979 -19.276 -12.566 -0.10 -0.85 -0.04
H -9.705 -19.334 -13.195 0.08 0.19 -0.04
H -8.243 -19.727 -12.996 0.09 0.10 0.11
C -4.946 -13.154 -16.378 -1.33 0.22 0.97
C -4.423 -12.280 -15.225 0.69 0.10 -0.47
C -5.506 -11.460 -14.561 -2.07 -0.77 -0.84
O -5.029 -10.636 -13.550 0.42 -0.07 0.39
C -6.026 -10.295 -12.626 -0.45 0.10 0.59
N -3.719 -13.203 -14.333 0.51 0.20 0.04
H -5.863 -12.775 -16.840 0.32 0.44 -0.31
H -5.344 -14.024 -15.852 0.30 -0.38 -0.38
H -4.204 -13.425 -17.123 0.09 -0.02 0.12
H -3.669 -11.567 -15.574 0.05 -0.06 -0.14
H -6.315 -12.140 -14.240 0.52 -0.32 0.78
H -6.153 -10.905 -15.267 0.82 0.46 -0.40
H -6.806 -9.659 -13.061 0.10 0.09 -0.14
H -5.576 -9.777 -11.779 0.18 0.15 -0.21
H -6.541 -11.163 -12.199 0.13 -0.23 -0.23
H -4.353 -13.756 -13.767 -0.10 0.05 -0.04
H -3.085 -12.707 -13.719 -0.19 0.02 0.16
C -7.411 -17.815 -21.516 -0.16 -0.27 1.22
C -6.031 -17.251 -21.116 -0.43 -1.32 -1.47
C -6.195 -15.824 -20.657 0.50 0.62 1.22
O -6.672 -14.915 -21.635 0.50 -0.21 0.16
C -6.234 -13.612 -21.269 0.36 -0.03 -0.16
N -5.447 -18.076 -20.015 -0.75 1.37 1.47
H -7.897 -18.096 -20.574 -0.01 0.03 0.03
H -7.368 -18.748 -22.078 0.11 0.25 -0.41
H -8.114 -17.083 -21.909 0.37 0.02 -0.57
H -5.316 -17.374 -21.932 -0.17 0.61 -0.29
H -5.255 -15.474 -20.206 0.37 0.04 -0.52
H -6.843 -15.760 -19.770 -0.48 -0.43 -0.15
H -6.698 -12.851 -21.893 -0.34 -0.22 -0.01
H -5.153 -13.525 -21.429 0.09 -0.06 0.04
H -6.419 -13.413 -20.212 -0.24 0.09 0.00
H -5.739 -19.050 -20.015 -0.21 0.04 -0.71
H -6.055 -17.710 -19.271 0.33 -0.47 0.50